The following is a quantum chemistry calculation of C21H39ClI4N3O12P2S as an isolated structure at a distorted geometry, from the Open Molecules 2025 dataset.

Each line ends with the Mulliken charge.
Atoms and positions in Å:
C: -0.71 0.17 2.58  -1.67
C: -1.01 -1.12 1.89  0.89
I: 0.25 -1.37 0.26  0.30
C: -1.92 -2.02 2.27  -1.04
I: -2.07 -3.87 1.29  0.13
C: -2.81 -1.79 3.48  0.07
C: -4.32 -1.39 3.41  -1.07
C: -5.01 -0.70 2.21  -0.87
I: -4.03 1.17 1.93  0.32
C: -5.33 -1.43 0.88  -0.68
C: -5.68 -2.91 1.01  -1.07
I: -3.95 -1.10 -0.74  0.18
N: -5.09 -2.53 3.99  0.45
P: -6.20 -2.27 5.35  0.13
O: -6.93 -0.93 4.90  -0.45
Cl: -4.89 -1.55 6.77  -0.15
C: -4.16 -3.49 4.32  -0.20
N: -4.54 -4.70 4.65  -0.07
P: -3.58 -6.24 5.02  0.22
O: -4.33 -7.13 3.90  -0.45
O: -2.18 -5.88 4.33  -0.33
N: -2.86 -3.10 4.22  0.09
S: -1.98 -3.13 5.73  -0.11
H: -0.76 0.99 1.86  0.40
H: -1.42 0.43 3.37  0.32
H: 0.30 0.16 2.99  0.44
H: -2.26 -1.12 4.14  0.88
H: -4.36 -0.60 4.18  0.96
H: -5.99 -0.40 2.58  0.54
H: -6.23 -0.94 0.51  0.63
H: -5.54 -3.40 0.04  0.43
H: -5.07 -3.46 1.72  0.10
H: -6.74 -3.02 1.25  0.30
H: -6.39 -0.24 4.48  0.43
H: -5.54 -4.83 4.71  0.31
H: -3.86 -7.20 3.06  0.33
H: -2.21 -5.61 3.39  0.17
H: -0.79 -3.32 5.16  0.22
C: 7.41 -0.06 -1.26  -1.31
C: 6.43 0.38 -2.33  -0.12
O: 5.64 -0.73 -2.82  -0.32
C: 4.64 -1.11 -2.04  0.79
O: 4.32 -0.62 -0.99  -0.57
O: 4.03 -2.14 -2.63  -0.34
C: 2.94 -2.66 -1.86  -0.43
H: 8.04 -0.87 -1.64  0.33
H: 8.05 0.77 -0.99  0.38
H: 6.89 -0.41 -0.37  0.33
H: 6.96 0.75 -3.20  0.35
H: 5.77 1.16 -1.97  0.32
H: 2.26 -1.85 -1.60  -0.10
H: 3.31 -3.15 -0.96  0.35
H: 2.43 -3.39 -2.49  0.28
C: 3.20 0.65 -5.12  -0.70
C: 4.59 0.98 -5.62  -0.12
O: 4.55 1.81 -6.79  -0.38
C: 4.31 3.10 -6.55  0.74
O: 4.15 3.60 -5.47  -0.57
O: 4.28 3.74 -7.72  -0.35
C: 3.98 5.13 -7.63  -0.63
H: 2.60 0.21 -5.92  0.34
H: 3.26 -0.06 -4.30  -0.02
H: 2.69 1.55 -4.77  0.23
H: 5.10 0.07 -5.94  0.35
H: 5.20 1.45 -4.85  0.27
H: 4.64 5.63 -6.93  0.30
H: 2.94 5.28 -7.32  0.29
H: 4.12 5.53 -8.63  0.22
C: 0.83 3.23 -1.73  -0.99
C: 1.50 3.34 -0.38  0.03
O: 1.16 4.57 0.29  -0.35
C: -0.03 4.61 0.86  0.79
O: -0.84 3.72 0.89  -0.56
O: -0.19 5.82 1.40  -0.35
C: -1.46 6.05 2.02  -0.61
H: 1.06 4.10 -2.34  0.33
H: 1.18 2.33 -2.25  0.24
H: -0.25 3.17 -1.63  0.29
H: 2.58 3.37 -0.49  0.23
H: 1.24 2.49 0.26  0.16
H: -1.69 5.27 2.74  0.27
H: -2.24 6.09 1.26  0.29
H: -1.38 7.00 2.52  0.22

Output
frontier orbital gap = 7.90 eV
total energy = -4622.48193 Ha
E_LUMO = -3.5 eV
charge = +1